Entry 1:
122
Properties=species:S:1:pos:R:3 method="wB97M-V/def2-TZVPD" charge=0 relative_energy_kj_mol=402.5 homo_ev="-3.4 / -6.2" total_energy_ev=-107028.9923 max_force_ev_per_a=2.87 orbital_gap_ha="0.0672 / 0.2290"
Ba -0.953 1.837 -0.352
N -2.467 5.904 -0.059
C -2.608 4.594 0.260
O -1.640 3.950 0.644
C -3.987 4.002 0.166
C -3.919 2.695 -0.616
H -1.516 6.234 -0.142
H -3.165 6.371 -0.610
H -4.671 4.737 -0.282
H -4.325 3.808 1.189
H -4.013 2.900 -1.681
H -4.724 2.024 -0.312
N 0.263 0.336 0.948
S 1.492 -0.392 0.778
N 1.350 -2.053 0.732
S 1.311 -2.862 -0.582
N 0.596 -2.296 -1.835
S -0.836 -1.451 -1.747
N -0.770 -0.010 -1.752
C -1.721 -2.379 -0.471
C -1.844 -1.890 0.812
C -2.480 -2.659 1.773
C -2.974 -3.910 1.446
C -2.837 -4.397 0.155
C -2.208 -3.628 -0.808
C -1.640 -2.051 -3.257
C -2.810 -1.392 -3.599
C -3.483 -1.744 -4.754
C -2.981 -2.751 -5.564
C -1.800 -3.391 -5.228
C -1.125 -3.042 -4.069
C 2.951 -3.229 -1.166
C 3.892 -3.680 -0.242
C 5.168 -3.979 -0.665
C 5.510 -3.839 -2.007
C 4.563 -3.398 -2.924
C 3.283 -3.095 -2.511
C 0.666 -4.451 -0.083
C 0.386 -4.717 1.256
C -0.080 -5.965 1.616
C -0.264 -6.950 0.654
C 0.029 -6.682 -0.680
C 0.498 -5.440 -1.051
C 2.667 -0.100 -0.575
C 2.283 0.387 -1.807
C 3.224 0.506 -2.819
C 4.541 0.144 -2.594
C 4.919 -0.350 -1.355
C 3.977 -0.483 -0.351
C 2.611 -0.248 2.202
C 2.743 -1.262 3.130
C 3.603 -1.099 4.204
C 4.328 0.074 4.337
C 4.180 1.096 3.412
C 3.308 0.942 2.349
H -1.425 -0.932 1.062
H -2.591 -2.267 2.772
H -3.468 -4.512 2.196
H -3.212 -5.377 -0.101
H -2.099 -3.997 -1.816
H -3.167 -0.604 -2.953
H -4.400 -1.240 -5.017
H -3.510 -3.033 -6.461
H -1.408 -4.170 -5.866
H -0.202 -3.528 -3.788
H 3.603 -3.773 0.795
H 5.905 -4.319 0.046
H 6.513 -4.064 -2.335
H 4.831 -3.282 -3.963
H 2.533 -2.730 -3.195
H 0.518 -3.929 1.979
H -0.308 -6.176 2.650
H -0.633 -7.923 0.937
H -0.109 -7.448 -1.427
H 0.733 -5.214 -2.080
H 1.254 0.639 -1.985
H 2.919 0.886 -3.782
H 5.275 0.232 -3.382
H 5.943 -0.644 -1.169
H 4.265 -0.889 0.606
H 2.169 -2.166 3.000
H 3.713 -1.887 4.934
H 5.004 0.197 5.169
H 4.744 2.011 3.518
H 3.171 1.724 1.617
O -3.383 0.572 2.094
H -2.525 0.926 2.357
H -3.665 1.162 1.387
C -2.863 3.410 -5.594
C -2.091 3.035 -4.345
C -1.107 1.913 -4.490
O -2.262 3.628 -3.309
H -2.236 3.328 -6.476
H -3.246 4.423 -5.497
H -3.710 2.735 -5.702
H -1.266 1.327 -5.391
H -1.140 1.284 -3.602
H -0.115 2.359 -4.514
C 0.885 3.276 2.781
N 0.229 3.856 3.937
C 0.935 3.533 5.161
C -1.155 3.672 3.973
N -1.706 2.789 3.247
N -1.809 4.506 4.875
C -3.238 4.361 5.050
C -1.339 5.858 5.081
H 0.368 3.597 1.883
H 0.865 2.183 2.797
H 1.916 3.628 2.759
H 1.088 2.448 5.250
H 0.375 3.884 6.025
H 1.914 4.014 5.142
H -2.718 2.830 3.245
H -3.492 3.309 5.185
H -3.808 4.770 4.204
H -3.522 4.902 5.954
H -0.310 5.941 4.737
H -1.397 6.114 6.144
H -1.956 6.570 4.515
F 1.529 3.514 -2.544
B 0.972 3.467 -1.304
F 1.918 4.016 -0.486

Entry 2:
115
Properties=species:S:1:pos:R:3 method="wB97M-V/def2-TZVPD" charge=+2 relative_energy_kj_mol=166.7 s_squared=2.04 multiplicity=3 homo_ev="-12.7 / -13.4" total_energy_ev=-87787.0595 max_force_ev_per_a=0.72 orbital_gap_ha="0.2636 / 0.2739"
Mo -0.226 -0.047 -0.309
C 2.623 0.120 2.339
C 2.918 -0.052 0.892
C 4.177 -0.132 0.291
C 3.948 -0.297 -1.059
C 4.917 -0.447 -2.180
N 2.618 -0.315 -1.249
N 1.981 -0.168 -0.049
B 1.730 -0.498 -2.506
N 0.849 0.822 -2.584
N 0.646 1.506 -1.394
C 0.688 2.808 -1.625
C 0.496 3.817 -0.554
C 0.928 3.009 -2.992
C 1.015 1.761 -3.561
C 1.306 1.367 -4.967
N 0.907 -1.806 -2.224
N 0.403 -1.942 -0.950
C 0.466 -3.222 -0.592
C 0.169 -3.686 0.790
C 0.963 -3.955 -1.674
C 1.240 -3.041 -2.670
C 1.856 -3.260 -4.009
H 3.555 0.244 2.885
H 2.103 -0.751 2.734
H 1.995 0.990 2.521
H 5.130 -0.082 0.784
H 5.932 -0.377 -1.797
H 4.782 0.332 -2.930
H 4.809 -1.412 -2.675
H 2.345 -0.632 -3.512
H 0.171 3.348 0.376
H -0.248 4.557 -0.853
H 1.440 4.335 -0.380
H 1.019 3.953 -3.498
H 1.091 2.197 -5.636
H 0.703 0.511 -5.265
H 2.354 1.096 -5.089
H -0.156 -2.863 1.429
H 1.083 -4.106 1.211
H -0.597 -4.462 0.804
H 1.131 -5.016 -1.712
H 1.780 -4.311 -4.277
H 2.912 -2.989 -4.003
H 1.365 -2.668 -4.777
C 0.354 -0.603 4.989
C -0.724 0.266 4.324
C -2.108 -0.169 4.811
C -0.493 1.743 4.665
C -0.638 0.094 2.863
C -0.532 -0.005 1.648
H 0.291 -0.496 6.072
H 1.351 -0.299 4.679
H 0.218 -1.655 4.741
H -2.165 -0.054 5.893
H -2.300 -1.215 4.573
H -2.883 0.446 4.360
H -0.580 1.883 5.741
H -1.233 2.377 4.174
H 0.501 2.067 4.358
S -2.019 1.794 -0.757
Sb -3.757 2.986 0.174
C -5.397 2.651 -1.042
C -6.638 2.423 -0.456
C -7.734 2.167 -1.270
C -7.583 2.137 -2.648
C -6.340 2.354 -3.228
C -5.237 2.605 -2.426
C -3.187 4.973 0.062
C -2.364 5.504 1.054
C -1.938 6.820 0.954
C -2.328 7.593 -0.130
C -3.149 7.063 -1.115
C -3.585 5.748 -1.023
C -4.394 2.653 2.115
C -4.497 1.364 2.635
C -5.128 1.168 3.854
C -5.633 2.250 4.559
C -5.513 3.535 4.053
C -4.901 3.742 2.824
H -6.765 2.448 0.618
H -8.704 1.996 -0.826
H -8.441 1.942 -3.275
H -6.233 2.327 -4.302
H -4.264 2.750 -2.882
H -2.048 4.903 1.898
H -1.303 7.241 1.721
H -1.995 8.618 -0.205
H -3.453 7.673 -1.953
H -4.238 5.350 -1.789
H -4.088 0.517 2.107
H -5.220 0.170 4.259
H -6.123 2.090 5.509
H -5.906 4.375 4.607
H -4.841 4.744 2.422
C -4.110 -0.771 -0.877
P -2.430 -1.458 -0.756
C -2.205 -2.125 -2.427
C -2.670 -2.883 0.327
C -2.808 -4.171 -0.187
C -3.030 -5.240 0.670
C -3.120 -5.027 2.037
C -2.993 -3.743 2.552
C -2.769 -2.673 1.701
H -4.404 -0.301 0.055
H -4.778 -1.614 -1.067
H -4.179 -0.040 -1.682
H -3.140 -2.570 -2.770
H -1.410 -2.867 -2.462
H -1.944 -1.303 -3.097
H -2.725 -4.354 -1.249
H -3.130 -6.238 0.268
H -3.286 -5.863 2.702
H -3.060 -3.582 3.619
H -2.634 -1.679 2.110

Entry 3:
122
Properties=species:S:1:pos:R:3 method="wB97M-V/def2-TZVPD" charge=-1 relative_energy_kj_mol=205.9 homo_ev=-5.2 total_energy_ev=-132485.9225 max_force_ev_per_a=1.15 orbital_gap_ha=0.2657
Tl -0.549 -0.217 -0.198
I 0.561 2.865 1.201
C -0.244 3.040 3.141
C -1.031 4.152 3.260
C -1.504 4.589 4.514
C -1.100 3.945 5.639
C -0.293 2.784 5.554
C 0.134 2.164 6.752
C 0.889 1.030 6.728
C 1.162 0.426 5.490
C 0.746 0.969 4.300
P 0.845 -0.098 2.804
C 2.601 -0.614 2.884
C 3.053 -1.898 3.159
C 4.408 -2.201 3.073
C 5.323 -1.227 2.712
C 4.880 0.065 2.450
C 3.533 0.366 2.536
C -0.096 -1.576 3.341
C -1.043 -1.568 4.363
C -1.861 -2.670 4.577
C -1.752 -3.793 3.772
C -0.836 -3.799 2.727
C -0.028 -2.696 2.503
C 0.084 2.240 4.289
H -1.287 4.719 2.377
H -2.146 5.458 4.564
H -1.391 4.298 6.621
H -0.150 2.623 7.692
H 1.232 0.569 7.645
H 1.675 -0.529 5.474
H 2.353 -2.676 3.434
H 4.743 -3.209 3.282
H 6.374 -1.469 2.629
H 5.587 0.834 2.160
H 3.189 1.370 2.307
H -1.155 -0.696 4.994
H -2.592 -2.644 5.376
H -2.389 -4.651 3.943
H -0.760 -4.656 2.070
H 0.639 -2.696 1.646
C 6.896 3.282 -4.158
C 6.270 3.058 -2.806
C 6.305 4.076 -1.864
C 5.678 3.916 -0.636
C 5.063 2.720 -0.337
C 5.050 1.663 -1.257
N 4.378 0.508 -0.844
C 4.672 -0.815 -1.109
C 5.985 -1.215 -1.392
C 6.287 -2.543 -1.622
C 5.296 -3.516 -1.560
C 4.001 -3.129 -1.258
C 3.667 -1.800 -1.023
C 2.229 -1.478 -0.691
O 1.328 -2.263 -1.039
O 2.016 -0.409 -0.028
C 5.622 1.844 -2.526
C 5.505 0.819 -3.622
H 7.426 4.234 -4.180
H 6.140 3.303 -4.947
H 7.602 2.490 -4.413
H 6.804 5.008 -2.105
H 5.677 4.721 0.088
H 4.573 2.573 0.619
H 3.494 0.620 -0.354
H 6.764 -0.462 -1.422
H 7.311 -2.823 -1.844
H 5.530 -4.555 -1.747
H 3.201 -3.857 -1.201
H 4.759 0.065 -3.400
H 6.452 0.302 -3.802
H 5.215 1.303 -4.556
O 2.095 0.329 -3.375
C 1.385 0.742 -2.602
C 0.288 -0.487 -6.635
Si -1.274 -1.163 -5.827
C -2.610 -1.272 -7.150
C -0.851 -2.931 -5.325
Sb -1.783 0.206 -3.740
Si -1.941 2.533 -4.825
C -0.162 3.121 -4.713
C -2.376 2.340 -6.647
C -3.032 3.875 -4.141
Si -3.915 -0.973 -3.008
C -5.481 -0.760 -4.013
C -3.452 -2.800 -2.976
C -4.279 -0.566 -1.208
H 0.412 -0.938 -7.624
H 1.161 -0.741 -6.030
H 0.282 0.597 -6.758
H -2.332 -2.041 -7.877
H -2.735 -0.328 -7.681
H -3.579 -1.542 -6.724
H -0.099 -3.327 -6.014
H -1.721 -3.588 -5.361
H -0.435 -2.982 -4.317
H 0.529 2.452 -5.232
H 0.152 3.176 -3.668
H -0.065 4.120 -5.148
H -1.666 1.699 -7.172
H -2.362 3.321 -7.133
H -3.372 1.911 -6.774
H -2.735 4.144 -3.129
H -4.085 3.597 -4.109
H -2.913 4.749 -4.789
H -5.334 -1.043 -5.058
H -5.813 0.279 -3.987
H -6.269 -1.391 -3.594
H -3.497 -3.262 -3.965
H -4.145 -3.334 -2.321
H -2.439 -2.946 -2.594
H -3.699 0.298 -0.893
H -4.002 -1.377 -0.533
H -5.327 -0.302 -1.053
F -4.335 2.252 -1.985
Te -3.388 2.748 -0.400
F -2.851 3.820 1.063
F -2.989 1.387 0.878
F -5.079 2.486 0.335
F -4.011 4.445 -0.931
O -1.827 2.480 -1.235